Here is 21 unconnected molecules or ions with the total composition C84H210O21 from the OMol25 dataset. Energies are from ωB97M-V with the def2-TZVPD basis set.

Properties
Lowest unoccupied orbital energy ... 0.64 eV
HOMO-LUMO gap ... 9.86 eV
Largest force on an atom ... 2.79 eV Å⁻¹

Structure (ORCA input):
```
! wB97M-V def2-TZVPD RIJCOSX def2/J DEFGRID3
* xyz 0 1
C 22.988 15.497 30.845
C 23.474 16.464 29.778
O 24.533 15.824 29.091
C 25.067 16.543 27.987
C 25.762 17.843 28.489
H 23.720 15.144 31.571
H 22.249 16.001 31.469
H 22.569 14.649 30.304
H 22.695 16.747 29.070
H 23.826 17.410 30.191
H 25.774 15.930 27.427
H 24.267 16.756 27.278
H 25.002 18.575 28.764
H 26.283 18.327 27.663
H 26.434 17.703 29.336
C 24.922 16.335 24.093
C 25.860 17.358 24.677
O 27.055 16.609 24.874
C 28.203 17.353 25.254
C 29.287 16.431 25.841
H 24.041 16.786 23.636
H 25.450 15.702 23.380
H 24.589 15.656 24.878
H 25.944 18.182 23.969
H 25.496 17.782 25.613
H 28.583 17.836 24.354
H 28.008 18.136 25.987
H 28.891 15.913 26.715
H 30.207 16.978 26.047
H 29.514 15.658 25.107
C 24.828 8.974 25.604
C 25.921 9.519 24.716
O 25.335 10.388 23.755
C 26.259 11.105 22.935
C 25.359 12.004 22.041
H 24.216 9.774 26.021
H 24.237 8.267 25.022
H 25.285 8.434 26.432
H 26.677 10.045 25.300
H 26.469 8.746 24.177
H 26.929 11.758 23.494
H 26.834 10.405 22.329
H 24.614 11.362 21.572
H 25.939 12.494 21.259
H 24.865 12.702 22.717
C 12.473 8.618 26.989
C 13.338 9.876 26.963
O 14.700 9.458 26.880
C 15.585 10.568 26.684
C 15.596 11.108 25.277
H 12.604 8.183 27.980
H 11.411 8.847 26.904
H 12.739 7.937 26.181
H 12.982 10.468 26.119
H 13.107 10.533 27.801
H 15.339 11.388 27.358
H 16.595 10.279 26.976
H 14.637 11.415 24.859
H 15.884 10.354 24.545
H 16.277 11.944 25.119
C 25.476 16.929 14.424
C 26.489 15.844 14.127
O 27.308 16.324 13.043
C 28.111 15.308 12.358
C 28.783 15.999 11.128
H 24.748 17.002 13.617
H 24.950 16.713 15.354
H 25.889 17.931 14.534
H 27.122 15.656 14.995
H 25.960 14.903 13.972
H 28.847 14.762 12.948
H 27.399 14.558 12.014
H 29.529 16.624 11.619
H 28.061 16.574 10.548
H 29.453 15.387 10.524
C 17.108 15.599 22.339
C 16.721 14.961 23.685
O 15.621 15.694 24.227
C 15.279 15.225 25.494
C 14.275 16.221 26.031
H 17.587 16.569 22.473
H 17.751 14.964 21.730
H 16.192 15.715 21.760
H 16.395 13.946 23.457
H 17.586 14.886 24.344
H 14.946 14.196 25.627
H 16.166 15.319 26.120
H 14.021 15.907 27.044
H 13.370 16.199 25.425
H 14.600 17.259 26.103
C 20.594 9.436 25.057
C 21.126 10.225 23.852
O 20.277 11.289 23.375
C 19.027 10.976 22.770
C 18.552 12.241 22.032
H 19.850 8.712 24.728
H 21.393 8.826 25.479
H 20.186 10.039 25.869
H 22.095 10.667 24.086
H 21.367 9.493 23.082
H 19.159 10.172 22.046
H 18.272 10.725 23.516
H 18.414 13.065 22.732
H 17.613 12.014 21.527
H 19.276 12.561 21.283
C 22.838 13.850 16.235
C 23.125 12.537 16.870
O 22.270 12.501 18.005
C 22.609 11.400 18.767
C 21.446 11.159 19.777
H 23.598 14.150 15.514
H 21.839 13.833 15.798
H 22.922 14.645 16.977
H 22.845 11.700 16.231
H 24.189 12.420 17.075
H 22.757 10.521 18.139
H 23.569 11.528 19.268
H 21.720 10.257 20.324
H 20.525 10.948 19.234
H 21.236 11.975 20.469
C 27.037 13.209 26.888
C 25.679 12.935 26.257
O 24.577 13.532 26.996
C 23.357 13.355 26.364
C 22.243 14.254 26.980
H 27.003 12.898 27.932
H 27.744 12.519 26.428
H 27.407 14.231 26.796
H 25.729 13.274 25.222
H 25.527 11.857 26.206
H 23.473 13.549 25.297
H 23.137 12.290 26.423
H 22.396 15.295 26.697
H 22.260 14.232 28.069
H 21.243 13.905 26.721
C 28.413 14.131 22.612
C 29.647 14.828 22.127
O 30.758 14.134 22.614
C 31.964 14.887 22.468
C 33.083 14.107 23.151
H 28.351 13.081 22.325
H 28.419 14.102 23.702
H 27.524 14.690 22.319
H 29.616 14.741 21.041
H 29.653 15.868 22.455
H 32.211 15.208 21.456
H 31.852 15.869 22.926
H 34.017 14.644 23.318
H 33.351 13.215 22.583
H 32.779 13.848 24.165
C 27.083 17.584 21.213
C 26.181 18.661 20.758
O 26.797 19.429 19.780
C 25.890 20.247 19.015
C 26.471 20.509 17.611
H 27.939 18.034 21.715
H 26.629 16.912 21.941
H 27.477 16.971 20.402
H 25.290 18.185 20.349
H 25.830 19.271 21.590
H 24.953 19.715 18.845
H 25.683 21.212 19.478
H 25.978 21.346 17.118
H 26.614 19.620 16.997
H 27.470 20.941 17.667
C 31.046 13.580 18.350
C 31.083 14.804 17.485
O 29.900 15.529 17.609
C 29.729 16.576 16.644
C 28.441 17.293 16.966
H 30.345 12.857 17.931
H 31.989 13.038 18.294
H 30.767 13.750 19.390
H 31.997 15.385 17.604
H 31.251 14.471 16.461
H 30.596 17.235 16.698
H 29.639 16.085 15.675
H 28.147 17.909 16.116
H 28.504 17.914 17.859
H 27.615 16.629 17.222
C 18.362 18.251 25.523
C 19.641 18.443 26.407
O 20.704 18.899 25.575
C 21.813 19.450 26.322
C 22.906 19.688 25.314
H 17.526 17.906 26.132
H 18.093 19.203 25.065
H 18.530 17.400 24.864
H 19.463 19.192 27.179
H 19.926 17.547 26.958
H 21.654 20.338 26.932
H 22.234 18.701 26.993
H 22.506 20.455 24.651
H 23.166 18.780 24.770
H 23.818 20.128 25.718
C 21.314 16.453 13.470
C 20.940 16.975 14.791
O 22.152 17.178 15.514
C 22.044 17.618 16.872
C 23.421 17.920 17.405
H 20.360 16.329 12.957
H 21.973 17.165 12.974
H 21.810 15.483 13.486
H 20.359 17.892 14.695
H 20.266 16.346 15.374
H 21.376 18.468 17.008
H 21.616 16.839 17.504
H 23.854 18.777 16.889
H 24.078 17.050 17.398
H 23.347 18.211 18.453
C 17.746 17.321 19.629
C 19.008 16.480 19.457
O 18.712 15.338 18.693
C 19.739 14.373 18.540
C 19.358 13.513 17.344
H 17.848 18.171 20.303
H 17.443 17.816 18.706
H 16.915 16.668 19.897
H 19.680 17.126 18.891
H 19.441 16.127 20.393
H 20.733 14.777 18.348
H 19.744 13.821 19.480
H 18.362 13.078 17.429
H 20.001 12.677 17.068
H 19.369 14.266 16.555
C 22.494 18.739 21.715
C 21.090 18.174 21.923
O 20.133 19.022 21.347
C 19.727 20.152 22.088
C 18.516 20.726 21.323
H 22.694 19.649 22.282
H 23.264 18.038 22.039
H 22.671 18.973 20.666
H 20.992 17.198 21.446
H 20.943 17.913 22.971
H 19.448 19.892 23.109
H 20.546 20.868 22.013
H 18.692 20.625 20.252
H 18.247 21.741 21.615
H 17.657 20.103 21.571
C 29.016 10.897 20.026
C 30.240 11.083 21.020
O 31.188 10.142 20.687
C 32.382 10.262 21.443
C 33.338 9.140 20.927
H 28.407 9.997 20.110
H 28.290 11.706 20.105
H 29.287 11.175 19.007
H 30.576 12.111 20.892
H 29.941 11.046 22.068
H 32.826 11.258 21.436
H 32.104 10.006 22.465
H 34.233 8.989 21.530
H 33.706 9.401 19.935
H 32.749 8.223 20.901
C 16.919 17.320 28.872
C 17.576 16.026 29.244
O 17.713 15.269 28.046
C 18.552 14.126 28.177
C 18.560 13.350 26.849
H 15.990 17.095 28.350
H 16.664 17.860 29.784
H 17.594 17.982 28.328
H 18.522 16.242 29.741
H 17.007 15.489 30.003
H 19.581 14.405 28.402
H 18.267 13.444 28.978
H 18.902 13.946 26.003
H 17.546 12.971 26.723
H 19.180 12.464 26.992
C 22.976 22.243 19.467
C 23.045 22.772 20.909
O 23.979 21.962 21.648
C 24.457 22.540 22.868
C 25.631 21.751 23.373
H 22.113 22.529 18.865
H 23.822 22.611 18.887
H 23.007 21.154 19.425
H 23.372 23.811 20.882
H 22.052 22.636 21.338
H 24.749 23.572 22.673
H 23.663 22.543 23.615
H 25.427 20.702 23.586
H 25.983 22.188 24.308
H 26.490 21.940 22.729
C 25.609 11.603 14.211
C 26.907 11.984 14.869
O 26.484 12.814 15.973
C 27.500 12.920 16.964
C 26.881 13.836 18.051
H 25.862 11.248 13.212
H 25.109 10.858 14.830
H 24.905 12.432 14.135
H 27.353 11.088 15.300
H 27.607 12.500 14.212
H 27.705 11.958 17.432
H 28.422 13.383 16.611
H 27.628 14.119 18.792
H 26.040 13.348 18.543
H 26.493 14.779 17.664
C 21.392 14.661 23.687
C 21.881 13.988 22.394
O 22.912 14.849 21.830
C 23.208 14.484 20.473
C 24.178 15.499 19.921
H 20.670 15.444 23.455
H 20.769 13.944 24.221
H 22.166 15.128 24.297
H 22.308 12.990 22.495
H 20.994 13.905 21.765
H 23.740 13.538 20.376
H 22.293 14.501 19.880
H 23.761 16.497 20.058
H 24.523 15.369 18.895
H 25.115 15.374 20.462
*
```